(1)
The following is a quantum chemistry calculation of a cluster of 2 separate species, C6H13N2O in total, from OMol25.

The LUMO energy is -3.447 eV. The net charge is +1. The calculation puts the energy above the lowest of the compared OMol25 structures with the same formula, charge and spin at 79.6 kcal/mol. The energy comes out at -11451.2607 eV.

Atoms and positions in Å:
C -1.67 -1.27 -0.75
C -2.23 -0.17 0.06
C 1.65 1.16 -0.56
C 2.08 -0.27 -0.61
C -0.55 1.95 0.26
C -1.97 0.27 1.33
N 0.44 1.15 0.15
N 1.67 -0.98 0.62
O -1.30 2.85 0.37
H -2.09 -1.25 -1.71
H -1.78 -2.25 -0.41
H -3.08 0.32 -0.51
H 2.46 1.78 -0.03
H 1.48 1.53 -1.53
H 1.51 -0.92 -1.38
H 3.19 -0.53 -0.86
H -2.52 1.03 1.82
H -1.29 -0.21 2.10
H 0.79 -0.39 0.91
H 1.39 -1.92 0.31
H 2.37 -0.75 1.40
H -0.55 -1.14 -0.97

Okay, here come the Löwdin numbers, in e, for every atom: C -0.09; C -0.20; C -0.21; C -0.19; C -0.24; C -0.03; N 0.01; N 0.13; O 0.21; H 0.06; H 0.06; H 0.14; H 0.17; H 0.12; H 0.14; H 0.17; H 0.06; H 0.09; H 0.13; H 0.17; H 0.21; H 0.07

(2)
The following is a quantum chemistry calculation of a cluster of 2 separate species, C6H13N2O in total, from OMol25.

The LUMO energy (alpha / beta) is -2.649 / -6.115 eV. Its spin multiplicity is 3. Its expectation value of S² is 2.008. The net charge is +1. The calculation puts the energy above the lowest of the compared OMol25 structures with the same formula, charge and spin at 144.4 kcal/mol. The energy comes out at -11445.0136 eV.

Atoms and positions in Å:
C -0.45 0.56 -0.58
C 1.67 0.60 0.44
C 1.29 -0.91 0.43
C 0.43 2.69 -0.11
C -0.33 -1.79 -1.27
C -1.20 -1.08 0.77
N 0.53 1.26 -0.19
N -0.19 -0.88 -0.16
O -2.67 0.30 0.64
H 1.80 1.28 1.35
H 2.50 0.66 -0.28
H 1.86 -1.45 -0.18
H 1.18 -1.46 1.33
H -0.63 2.76 -0.59
H 0.71 3.11 0.95
H 0.96 3.24 -0.96
H 0.38 -1.53 -2.06
H -0.13 -2.94 -1.09
H -1.31 -1.69 -1.60
H -1.13 -0.54 1.67
H -3.51 -0.17 0.84
H -1.76 -2.05 0.63

Okay, here come the Löwdin numbers, in e, for every atom: C 0.04; C -0.05; C 0.03; C -0.03; C -0.02; C -0.04; N -0.20; N -0.33; O 0.05; H 0.15; H 0.14; H 0.07; H 0.12; H 0.12; H 0.14; H 0.12; H 0.12; H 0.17; H 0.08; H 0.10; H 0.08; H 0.14